65
Properties=species:S:1:pos:R:3 method="wB97M-V/def2-TZVPD" total_charge=-2 homo_ha=-0.036 energy_ha=-2988.2237 multiplicity=1 lumo_ev=4.4 e_above_lowest_kcal_mol=4.6
K -2.070 -0.413 -0.476
C 0.186 -1.660 3.813
C 0.003 -2.391 2.492
C -0.535 -3.823 2.849
C 1.281 -2.410 1.706
C 2.193 -3.423 1.857
C 3.409 -3.443 1.173
C 3.673 -2.441 0.268
C 2.805 -1.353 0.127
C 3.177 -0.258 -0.853
C 3.487 -0.842 -2.185
C 4.344 0.635 -0.421
C 1.598 -1.321 0.880
N 0.689 -0.295 0.727
C 1.082 0.905 0.991
C 0.391 2.137 0.780
C 0.776 3.452 1.177
C -0.154 4.358 0.580
C -1.064 3.532 -0.155
N -0.728 2.225 -0.012
C -2.252 3.935 -0.954
C -3.498 4.093 -0.066
C -2.665 2.865 -1.981
C -1.942 5.232 -1.709
H -0.763 -1.680 4.274
H 0.577 -0.663 3.705
H 0.873 -2.235 4.442
H -0.741 -1.944 1.849
H -0.032 -4.267 3.666
H -0.532 -4.432 1.937
H -1.604 -3.786 3.148
H 1.993 -4.249 2.488
H 4.121 -4.234 1.349
H 4.576 -2.546 -0.372
H 2.253 0.348 -0.946
H 4.247 -1.599 -2.112
H 3.838 -0.124 -2.937
H 2.621 -1.374 -2.591
H 5.331 0.108 -0.510
H 4.257 1.004 0.611
H 4.388 1.485 -1.120
H 2.043 1.126 1.421
H 1.542 3.789 1.869
H -0.110 5.479 0.672
H -3.725 3.093 0.246
H -4.337 4.593 -0.585
H -3.214 4.678 0.826
H -2.815 1.877 -1.511
H -1.869 2.693 -2.672
H -3.565 3.119 -2.506
H -1.613 6.033 -1.043
H -2.825 5.465 -2.253
H -1.162 5.081 -2.484
Cl -6.313 0.182 1.022
C -4.893 0.000 -0.332
H -5.182 0.695 -1.103
H -5.117 -1.078 -0.754
F 0.797 -4.233 -2.197
C 0.028 -3.159 -2.491
F 0.528 -2.118 -1.820
F 0.219 -2.874 -3.822
S -1.767 -3.360 -2.078
O -2.345 -2.102 -2.444
O -2.081 -4.562 -2.817
O -1.814 -3.526 -0.635

***

59
Properties=species:S:1:pos:R:3 method="wB97M-V/def2-TZVPD" homo_ha=-0.305 energy_ha=-1254.8660 multiplicity=1 lumo_ev=0.7 smiles=O[C@@H](COc1ccc(CNCCc2ccccc2F)cc1)CN1CCCCC1 e_above_lowest_kcal_mol=20.3
O 4.666 1.635 1.136
C 3.732 1.122 2.041
C 2.342 1.739 1.793
O 1.820 1.221 0.591
C 0.641 1.709 0.122
C -0.126 2.688 0.746
C -1.307 3.112 0.164
C -1.762 2.574 -1.032
C -0.992 1.591 -1.645
C 0.192 1.164 -1.082
H 0.793 0.406 -1.559
H -1.324 1.157 -2.577
C -3.070 3.038 -1.630
N -4.259 2.795 -0.831
H -4.166 3.222 0.085
C -4.688 1.424 -0.700
C -3.876 0.550 0.286
C -4.448 -0.832 0.329
C -3.947 -1.856 -0.464
C -4.516 -3.117 -0.452
C -5.607 -3.383 0.357
C -6.129 -2.382 1.159
C -5.546 -1.131 1.128
F -6.065 -0.161 1.918
H -6.977 -2.558 1.802
H -6.053 -4.366 0.368
H -4.106 -3.897 -1.077
H -3.093 -1.654 -1.095
H -3.925 1.008 1.276
H -2.834 0.510 -0.030
H -5.730 1.444 -0.363
H -4.663 0.966 -1.693
H -3.023 4.120 -1.796
H -3.224 2.555 -2.599
H -1.884 3.884 0.655
H 0.189 3.130 1.678
H 1.677 1.503 2.637
H 2.460 2.828 1.723
C 3.696 -0.428 1.963
N 3.982 -0.849 0.602
C 2.965 -1.681 -0.008
C 3.220 -1.782 -1.510
C 4.600 -2.377 -1.767
C 5.647 -1.537 -1.044
C 5.302 -1.432 0.439
H 6.029 -0.789 0.940
H 5.354 -2.438 0.898
H 6.638 -1.979 -1.156
H 5.670 -0.535 -1.476
H 4.809 -2.405 -2.838
H 4.630 -3.402 -1.391
H 2.445 -2.396 -1.972
H 3.172 -0.780 -1.940
H 1.993 -1.218 0.169
H 2.956 -2.697 0.431
H 2.712 -0.779 2.281
H 4.438 -0.835 2.659
H 4.053 1.441 3.039
H 4.518 1.137 0.314

***

62
Properties=species:S:1:pos:R:3 method="wB97M-V/def2-TZVPD" homo_ha=-0.284 energy_ha=-1398.7168 multiplicity=1 lumo_ev=0.7 smiles="CC(C)c1cc(C(=O)N2CCC[C@@H](N3CCN(c4ccccc4F)CC3)C2)nc(N)n1" e_above_lowest_kcal_mol=6.3
C 4.824 -2.716 0.446
H 5.835 -3.096 0.315
H 4.489 -2.294 -0.499
H 4.175 -3.550 0.703
C 4.804 -1.652 1.543
C 3.430 -1.054 1.677
N 3.333 0.250 1.471
C 2.127 0.808 1.587
N 0.997 0.159 1.881
C 1.098 -1.147 2.091
C 2.311 -1.817 2.007
H 2.370 -2.874 2.200
C -0.130 -1.890 2.545
O -0.231 -2.219 3.713
N -1.060 -2.189 1.613
C -0.901 -1.970 0.197
H -0.646 -2.928 -0.283
H -0.073 -1.283 0.028
C -2.186 -1.470 -0.488
N -2.634 -0.134 -0.106
C -3.437 0.517 -1.122
H -4.010 1.304 -0.623
C -2.620 1.163 -2.258
N -1.655 2.079 -1.693
C -1.172 3.129 -2.451
C -0.492 4.209 -1.866
C -0.046 5.295 -2.586
C -0.282 5.363 -3.949
C -0.963 4.326 -4.560
C -1.392 3.234 -3.831
H -1.898 2.434 -4.348
H -1.155 4.358 -5.622
H 0.058 6.213 -4.517
H 0.468 6.086 -2.064
F -0.261 4.230 -0.523
C -0.798 1.409 -0.733
H -0.238 0.603 -1.239
C -1.664 0.822 0.386
H -2.233 1.640 0.840
H -1.036 0.383 1.158
H -0.073 2.098 -0.313
H -2.126 0.379 -2.857
H -3.310 1.710 -2.901
H -4.141 -0.196 -1.554
C -3.314 -2.457 -0.145
H -3.069 -3.445 -0.543
C -3.466 -2.520 1.369
C -2.175 -3.036 1.988
H -1.980 -4.061 1.642
H -2.225 -3.039 3.079
H -3.672 -1.516 1.739
H -4.290 -3.178 1.648
H -4.249 -2.132 -0.601
H -1.985 -1.522 -1.574
N 2.032 2.131 1.341
H 2.885 2.655 1.266
H 1.183 2.606 1.593
C 5.261 -2.235 2.881
H 6.272 -2.627 2.791
H 5.254 -1.467 3.651
H 4.604 -3.043 3.195
H 5.478 -0.837 1.262

***

77
Properties=species:S:1:pos:R:3 method="wB97M-V/def2-TZVPD" total_charge=-1 homo_ha="-0.160 / -0.212" energy_ha=-9110.0658 multiplicity=6 lumo_ev="1.0 / 1.0" e_above_lowest_kcal_mol=0.0
Fe 2.944 0.786 0.370
S 2.991 0.844 2.891
Sb 5.325 1.032 2.798
S 0.165 0.360 0.221
S 5.743 1.143 0.585
S 6.814 0.659 4.321
C -2.525 2.485 -1.039
C -1.950 3.089 0.186
Ge -1.027 1.768 1.371
C -0.208 2.735 2.886
C -1.165 3.647 3.628
C -2.221 0.487 2.193
C -2.185 -0.833 2.106
Ge -0.960 -1.595 0.853
C -1.767 -2.428 -0.711
C -2.896 -3.428 -0.473
C 0.333 -2.812 1.620
C 1.064 -3.526 0.429
C -3.189 -1.769 2.714
C -2.802 -3.080 2.961
C -3.672 -4.050 3.502
C -4.993 -3.697 3.758
C -5.455 -2.452 3.326
C -4.539 -1.499 2.907
H -1.650 2.134 -1.725
H -3.018 3.279 -1.556
H -3.169 1.605 -0.902
H -2.784 3.532 0.730
H -1.219 3.897 -0.054
H 0.777 3.147 2.582
H 0.226 1.968 3.562
H -1.052 4.685 3.195
H -0.856 3.702 4.595
H -2.231 3.408 3.534
H -2.915 0.788 2.936
H -0.945 -2.849 -1.341
H -2.220 -1.538 -1.199
H -2.433 -4.394 -0.257
H -3.480 -3.552 -1.370
H -3.532 -3.136 0.345
H -0.189 -3.483 2.271
H 1.162 -2.293 2.238
H 0.435 -4.288 -0.118
H 1.952 -4.150 0.632
H 1.507 -2.843 -0.305
H -1.821 -3.347 2.802
H -3.283 -5.021 3.750
H -5.712 -4.389 4.223
H -6.494 -2.215 3.521
H -4.938 -0.515 2.614
N 0.295 4.993 -2.137
N 1.527 4.695 -1.596
N 2.730 4.773 -2.091
C 3.476 4.240 -1.147
N 2.724 3.903 -0.064
N 1.537 4.230 -0.377
H 0.209 5.983 -2.429
H 0.112 4.214 -2.847
H 4.549 4.243 -1.379
O 3.136 -3.690 -5.584
N 2.663 -2.608 -5.834
O 2.218 -2.311 -6.936
C 2.528 -1.597 -4.715
C 3.029 -2.154 -3.417
C 3.044 -1.184 -2.384
C 2.685 0.204 -2.518
O 2.862 1.136 -1.618
C 2.190 0.622 -3.728
C 2.144 -0.269 -4.903
N 1.635 1.956 -3.746
O 0.651 2.173 -3.066
O 2.132 2.853 -4.446
N 3.573 -1.566 -1.100
O 2.978 -1.067 0.008
O 4.098 -2.667 -0.946
H 3.507 -3.129 -3.246
H 1.826 0.029 -5.862

***

65
Properties=species:S:1:pos:R:3 method="wB97M-V/def2-TZVPD" homo_ha="-0.282 / -0.281" energy_ha=-3152.0657 multiplicity=2 lumo_ev="0.0 / 0.1" e_above_lowest_kcal_mol=66.6
Fe 0.016 -0.084 0.483
O -1.136 0.272 1.920
C -2.097 -0.477 2.373
C -3.144 0.134 3.098
C -4.191 -0.605 3.593
C -4.251 -1.995 3.410
C -3.228 -2.613 2.736
C -2.149 -1.883 2.209
C -1.077 -2.604 1.576
N -0.074 -2.077 0.988
C 0.938 -2.953 0.401
C 1.441 -2.291 -0.878
N 1.660 -0.905 -0.498
C 2.435 -0.115 -1.141
C 2.712 1.212 -0.638
C 3.496 2.096 -1.397
C 3.858 3.327 -0.915
C 3.457 3.680 0.386
C 2.703 2.836 1.162
C 2.269 1.577 0.677
O 1.475 0.848 1.402
H -3.090 1.207 3.235
H -4.985 -0.105 4.134
H -5.081 -2.567 3.801
H -3.238 -3.690 2.599
H -1.142 -3.695 1.626
H 0.536 -3.951 0.210
H 1.774 -3.040 1.099
H 0.692 -2.367 -1.667
H 2.366 -2.768 -1.210
H 2.944 -0.383 -2.074
H 3.819 1.781 -2.385
H 4.451 4.005 -1.513
H 3.740 4.645 0.789
H 2.398 3.120 2.160
C -0.292 0.845 -3.123
S -1.647 0.204 -2.185
O -1.768 1.942 -0.117
O -2.588 -0.331 -3.143
O -1.100 -0.784 -1.217
H -0.601 1.775 -3.591
H -0.111 0.088 -3.886
H 0.548 1.019 -2.460
C -4.895 2.136 -3.586
C -4.401 2.835 -2.320
N -3.008 2.597 -1.974
C -2.058 3.649 -2.306
C -2.032 4.004 -3.791
C -2.585 1.527 -1.175
C -3.722 0.693 -0.598
N -0.367 1.642 -0.253
H -5.985 2.091 -3.592
H -4.506 1.120 -3.639
H -4.575 2.663 -4.486
H -5.044 2.571 -1.480
H -4.501 3.918 -2.432
H -1.074 3.344 -1.953
H -2.309 4.556 -1.741
H -1.980 3.114 -4.421
H -1.177 4.644 -4.012
H -2.933 4.547 -4.079
H -4.227 1.311 0.145
H -3.308 -0.172 -0.085
H -4.425 0.361 -1.358
H -0.006 2.370 0.357

***

60
Properties=species:S:1:pos:R:3 method="wB97M-V/def2-TZVPD" total_charge=+1 homo_ha="-0.412 / -0.420" energy_ha=-3836.3433 multiplicity=4 lumo_ev="-4.8 / -4.8" e_above_lowest_kcal_mol=39.6
Re -0.100 -0.165 0.116
C 2.204 -0.242 2.988
C 3.564 -0.459 2.322
C 4.309 0.876 2.179
C 3.572 -1.303 1.046
C 4.439 -2.394 1.030
C 4.579 -3.198 -0.088
C 3.854 -2.907 -1.229
C 2.968 -1.833 -1.273
C 2.231 -1.618 -2.596
C 2.167 -0.180 -3.122
C 0.844 -2.268 -2.613
C 2.837 -1.050 -0.120
N 1.900 0.050 -0.125
C 2.326 1.293 -0.329
C 1.415 2.321 -0.307
C 1.531 3.717 -0.357
C 0.260 4.220 -0.166
C -0.613 3.124 -0.010
N 0.073 1.967 -0.112
C -2.097 3.208 0.237
C -2.343 3.954 1.557
C -2.759 3.972 -0.919
C -2.711 1.820 0.319
H 2.352 0.171 3.988
H 1.649 -1.177 3.090
H 1.587 0.472 2.438
H 4.146 -1.054 3.026
H 3.669 1.657 1.759
H 5.200 0.778 1.555
H 4.627 1.227 3.161
H 5.025 -2.607 1.917
H 5.264 -4.037 -0.074
H 3.981 -3.518 -2.117
H 2.824 -2.177 -3.321
H 1.348 0.395 -2.684
H 2.004 -0.196 -4.201
H 3.099 0.361 -2.939
H 0.155 -1.718 -1.960
H 0.872 -3.301 -2.258
H 0.416 -2.250 -3.618
H 3.384 1.466 -0.489
H 2.452 4.268 -0.492
H -0.030 5.260 -0.127
H -1.915 4.957 1.529
H -1.899 3.419 2.401
H -3.416 4.047 1.736
H -2.382 4.994 -0.982
H -3.840 4.019 -0.763
H -2.569 3.480 -1.876
H -2.237 1.211 1.103
H -2.637 1.317 -0.649
H -3.768 1.877 0.578
Se -2.591 -1.480 -1.093
C -4.119 -1.050 -0.155
N -5.081 -0.763 0.412
I -2.445 -3.876 -0.437
C -0.028 -1.869 1.035
H 0.687 -2.684 0.896
H -0.653 -2.054 1.915